Entry 1:
156
Properties=species:S:1:pos:R:3:lowdin_charge:R:1 method="wB97M-V/def2-TZVPD" e_homo_ev=-10.5 relative_energy_kcal_mol=54.36 e_tot_ev=-121558.5129
C 24.026 22.421 15.562 -0.0180
O 22.825 22.603 16.336 0.0092
C 21.758 22.873 15.582 -0.6285
O 21.740 23.024 14.371 0.0803
O 20.680 22.983 16.314 -0.0169
C 19.649 23.912 15.901 0.0108
H 23.836 22.811 14.592 0.0705
H 24.257 21.341 15.536 0.0952
H 24.819 22.958 16.133 0.1075
H 20.225 24.840 15.864 0.1017
H 18.867 23.988 16.643 0.0886
H 19.253 23.725 14.891 0.0803
C 19.723 18.898 16.713 -0.0421
O 20.425 17.999 15.876 0.0277
C 21.535 18.512 15.371 -0.6005
O 22.002 19.576 15.617 0.1453
O 22.062 17.571 14.527 -0.0137
C 23.238 18.005 13.853 -0.0412
H 18.819 18.374 16.980 0.1034
H 19.469 19.836 16.282 0.0695
H 20.334 19.173 17.586 0.1055
H 24.102 17.895 14.474 0.0883
H 23.166 19.062 13.485 0.1001
H 23.271 17.349 12.980 0.0813
C 16.414 11.925 14.470 -0.0128
O 17.787 12.352 14.443 0.0057
C 17.974 13.600 14.060 -0.5950
O 17.106 14.370 13.660 0.0853
O 19.278 13.933 14.113 -0.0035
C 19.691 15.086 13.300 0.0059
H 15.909 12.271 13.543 0.1077
H 15.951 12.430 15.289 0.0868
H 16.480 10.878 14.640 0.0864
H 19.313 14.899 12.279 0.0763
H 20.765 15.107 13.349 0.0855
H 19.192 15.994 13.670 0.0989
C 20.951 26.394 12.876 -0.0044
O 19.833 27.069 13.518 -0.0031
C 19.164 27.885 12.697 -0.6251
O 19.356 28.124 11.567 0.1571
O 18.142 28.447 13.439 -0.0578
C 17.325 29.445 12.767 -0.0150
H 21.862 26.942 13.116 0.1002
H 20.911 26.348 11.807 0.0852
H 20.992 25.383 13.235 0.0697
H 16.375 29.411 13.322 0.1019
H 17.290 29.207 11.718 0.0851
H 17.845 30.362 12.957 0.0850
C 13.371 22.818 8.149 -0.0281
O 13.863 22.187 9.348 -0.0440
C 13.256 20.991 9.638 -0.5349
O 12.294 20.480 9.117 0.1349
O 13.915 20.476 10.713 -0.0183
C 14.974 21.051 11.468 -0.0147
H 13.759 23.823 8.115 0.0896
H 12.285 22.766 8.089 0.0953
H 13.772 22.280 7.287 0.0983
H 14.708 21.969 11.872 0.0844
H 15.894 21.015 10.925 0.0749
H 15.119 20.426 12.367 0.0994
C 9.275 15.409 11.690 -0.0214
O 9.937 15.764 10.473 0.0216
C 11.210 16.074 10.654 -0.6263
O 11.806 16.000 11.675 0.1288
O 11.733 16.460 9.472 0.0138
C 13.029 17.057 9.696 -0.0205
H 9.920 14.864 12.343 0.0810
H 8.405 14.841 11.400 0.0937
H 9.036 16.351 12.210 0.1090
H 13.363 17.374 8.734 0.0869
H 13.663 16.243 10.035 0.0807
H 12.966 17.948 10.369 0.1031
C 21.096 20.226 11.677 0.0208
O 22.070 19.408 10.917 0.0196
C 22.054 19.783 9.654 -0.6092
O 21.350 20.552 9.032 0.0931
O 23.120 19.226 9.007 -0.0308
C 23.177 19.603 7.653 -0.0767
H 21.663 20.945 12.254 0.0928
H 20.546 19.475 12.306 0.1126
H 20.409 20.766 11.078 0.0718
H 23.283 20.702 7.572 0.0998
H 22.192 19.239 7.197 0.1205
H 24.011 19.138 7.094 0.0964
C 11.345 19.801 13.363 -0.0581
O 11.168 18.569 14.026 0.0034
C 12.334 17.911 14.175 -0.5996
O 13.434 18.335 13.951 0.1097
O 12.070 16.724 14.754 -0.0111
C 13.102 15.700 14.581 0.0029
H 12.354 20.205 13.264 0.0787
H 10.697 20.505 13.942 0.1081
H 10.978 19.674 12.324 0.1033
H 13.013 15.113 15.494 0.0963
H 14.087 16.091 14.358 0.0773
H 12.711 15.150 13.751 0.0663
C 17.378 22.689 9.416 0.0033
O 17.703 23.026 10.792 -0.0266
C 17.052 24.119 11.190 -0.6228
O 16.240 24.748 10.575 0.1234
O 17.468 24.391 12.435 -0.0210
C 16.754 25.447 13.100 -0.0013
H 16.321 22.902 9.260 0.0772
H 17.753 21.643 9.448 0.0977
H 18.073 23.285 8.824 0.1050
H 17.506 25.953 13.659 0.0717
H 15.981 24.946 13.667 0.0984
H 16.207 26.021 12.347 0.0969
C 19.528 21.700 19.371 0.0423
O 18.511 20.674 18.959 -0.0104
C 17.489 21.155 18.315 -0.6384
O 17.260 22.343 18.201 0.0933
O 16.686 20.163 17.897 -0.0074
C 15.426 20.501 17.359 -0.0568
H 19.115 22.556 19.845 0.0802
H 19.947 21.865 18.384 0.0745
H 20.254 21.130 20.029 0.1179
H 15.182 19.634 16.745 0.0894
H 15.468 21.401 16.681 0.1046
H 14.643 20.764 18.084 0.0983
C 16.347 14.916 10.157 -0.0589
O 17.683 14.448 10.362 -0.0066
C 17.748 13.091 10.328 -0.6368
O 16.853 12.380 10.013 0.1425
O 18.931 12.696 10.740 0.0126
C 19.019 11.273 10.685 -0.0363
H 15.970 14.468 9.258 0.0902
H 16.400 15.991 9.920 0.0912
H 15.648 14.787 10.956 0.0874
H 18.403 10.834 11.515 0.1147
H 20.055 11.094 10.952 0.0918
H 18.823 10.824 9.707 0.1042
C 22.093 15.870 10.419 0.0247
O 20.806 16.507 10.865 -0.0412
C 20.176 17.089 9.821 -0.6307
O 20.525 17.101 8.688 0.1491
O 19.159 17.755 10.401 -0.0223
C 18.298 18.461 9.492 -0.0310
H 22.744 15.796 11.285 0.0759
H 22.497 16.534 9.655 0.0808
H 21.820 14.865 10.011 0.1099
H 18.783 19.332 9.005 0.0910
H 17.376 18.787 10.017 0.0866
H 18.067 17.720 8.700 0.1012
C 18.413 21.328 13.680 -0.0527
O 17.989 20.380 12.750 -0.0123
C 17.262 19.386 13.288 -0.5771
O 16.975 19.230 14.445 0.1319
O 16.847 18.542 12.305 -0.0302
C 16.386 17.296 12.758 -0.0586
H 17.576 21.688 14.300 0.1184
H 18.859 22.199 13.176 0.0920
H 19.182 20.811 14.166 0.0707
H 16.878 16.451 12.233 0.0754
H 15.314 17.222 12.624 0.0777
H 16.526 17.138 13.838 0.0994



Entry 2:
138
Properties=species:S:1:pos:R:3:lowdin_charge:R:1 method="wB97M-V/def2-TZVPD" total_charge=-1 e_homo_ev=-4.1 e_tot_ev=-113603.7129
C -2.234 2.037 -5.344 -0.1178
C -2.678 1.279 -4.071 -0.2553
C -2.227 1.981 -2.730 -0.2375
C -1.164 1.027 -2.042 -0.4438
C 0.017 0.893 -3.053 -0.1704
Nb -0.537 1.706 0.029 1.6766
O 0.056 2.295 1.901 -0.4593
Cl 1.447 2.952 -0.833 0.0503
C -2.213 0.601 1.011 -0.3124
C -2.503 -0.845 0.507 -0.2890
C -2.498 -1.849 1.685 -0.2064
C -2.334 -3.299 1.130 -0.1942
C -1.008 -3.999 1.507 -0.1996
C -0.367 -4.713 0.299 -0.2172
C 1.109 -5.121 0.550 -0.2464
C 1.991 -3.858 0.448 -0.2437
Si 3.837 -4.200 0.273 0.5971
C 4.473 -5.579 1.394 -0.1748
C 4.737 -2.609 0.776 -0.1723
C 4.205 -4.457 -1.566 -0.2318
C 5.393 -3.942 -2.093 -0.1060
C 5.737 -4.045 -3.440 -0.0913
C 4.861 -4.693 -4.302 -0.1035
C 3.680 -5.226 -3.807 -0.0973
C 3.349 -5.114 -2.462 -0.0872
C -1.888 3.585 0.001 -0.3301
C -1.349 4.799 -0.830 -0.2596
C -0.625 5.712 0.093 -0.2492
F -1.361 6.236 1.122 0.0346
C 0.659 6.089 0.030 -0.3533
F 1.228 6.550 -1.072 0.1233
F 1.425 6.051 1.119 0.1081
B 0.936 -0.133 0.323 -0.6871
O 2.004 -0.455 -0.508 0.0503
O 0.719 -0.976 1.436 -0.0847
C 1.610 -0.589 2.500 -0.2564
C 0.804 -0.462 3.777 -0.0740
H -3.012 2.693 -5.747 0.0610
H -1.326 2.628 -5.216 0.0556
H -2.013 1.318 -6.144 0.0520
H -2.403 0.223 -4.070 0.0806
H -3.777 1.276 -4.085 0.0905
H -1.769 2.936 -2.991 0.0821
H -3.133 2.068 -2.130 0.0790
H -1.668 0.052 -2.021 0.0563
H -0.002 1.660 -3.831 0.0539
H 1.006 0.868 -2.600 0.0033
H -0.090 -0.060 -3.592 0.0694
H -0.704 2.560 2.430 -0.0170
H -3.119 1.192 0.800 0.0393
H -2.087 0.657 2.097 0.0374
H -1.801 -1.209 -0.247 0.0696
H -3.501 -0.876 0.053 0.1012
H -3.477 -1.811 2.180 0.0995
H -1.752 -1.576 2.432 0.0836
H -3.174 -3.884 1.526 0.0951
H -2.475 -3.257 0.045 0.0870
H -1.273 -4.748 2.266 0.1051
H -0.295 -3.319 1.977 0.0890
H -0.993 -5.585 0.070 0.1021
H -0.397 -4.001 -0.533 0.1078
H 1.157 -5.539 1.561 0.1058
H 1.342 -5.866 -0.218 0.0840
H 1.709 -3.252 -0.418 0.0863
H 1.857 -3.267 1.357 0.0630
H 4.428 -6.576 0.951 0.0242
H 5.517 -5.385 1.665 0.0231
H 3.923 -5.555 2.342 0.0276
H 4.412 -2.298 1.770 0.0217
H 5.825 -2.704 0.704 0.0211
H 4.451 -1.860 0.030 0.0322
H 6.101 -3.431 -1.446 0.0879
H 6.667 -3.607 -3.787 0.0973
H 5.121 -4.792 -5.351 0.0961
H 2.986 -5.742 -4.464 0.0983
H 2.403 -5.516 -2.113 0.0883
H -2.921 3.388 -0.304 0.0208
H -1.958 3.935 1.040 0.0284
H -0.776 4.532 -1.717 0.0660
H -2.232 5.354 -1.195 0.1034
H 2.542 0.317 -0.714 0.0513
H 2.100 0.347 2.208 0.1129
H 2.367 -1.370 2.652 0.0985
H 1.493 -0.268 4.609 0.0739
H 0.279 -1.394 4.010 0.0711
H 0.076 0.349 3.755 0.0615
O -3.329 -2.919 -3.801 -0.1965
P -4.440 -3.847 -4.235 0.6966
O -3.544 -5.239 -4.045 -0.2392
C -3.308 -5.735 -2.727 -0.2877
C -4.513 -6.482 -2.183 -0.0803
O -4.175 -3.586 -5.846 -0.2651
C -3.823 -2.286 -6.323 -0.2846
C -2.355 -2.277 -6.696 -0.0696
O -5.717 -4.818 -4.642 -0.2497
C -5.965 -5.394 -5.928 -0.2729
C -4.960 -6.449 -6.329 -0.0745
H -3.029 -4.913 -2.061 0.0968
H -2.453 -6.408 -2.795 0.1181
H -5.361 -5.808 -2.038 0.0697
H -4.277 -6.944 -1.223 0.0747
H -4.834 -7.257 -2.880 0.0707
H -4.053 -1.512 -5.591 0.0976
H -4.429 -2.081 -7.210 0.1143
H -1.727 -2.533 -5.842 0.0761
H -2.051 -1.295 -7.065 0.0694
H -2.156 -3.019 -7.471 0.0745
H -6.064 -4.622 -6.688 0.1107
H -6.950 -5.861 -5.845 0.1168
H -3.979 -6.019 -6.522 0.0713
H -5.297 -6.946 -7.242 0.0802
H -4.844 -7.195 -5.543 0.0730
O 3.248 8.172 8.410 -0.2251
P 2.389 8.010 7.208 0.5501
O 2.160 6.402 7.071 -0.2008
C 1.389 5.722 8.063 -0.2803
C -0.101 5.910 7.841 -0.0795
O 3.504 8.246 6.028 -0.2369
C 4.674 9.030 6.243 -0.2903
C 5.886 8.129 6.345 -0.0757
O 1.166 8.466 6.267 -0.2121
C 1.186 8.536 4.827 -0.2480
C 1.281 7.190 4.151 -0.0611
H 1.680 6.062 9.061 0.1077
H 1.645 4.665 7.986 0.1183
H -0.391 6.953 7.984 0.0694
H -0.673 5.297 8.540 0.0758
H -0.376 5.636 6.823 0.0759
H 4.575 9.660 7.126 0.1035
H 4.779 9.692 5.379 0.1151
H 5.777 7.422 7.168 0.0764
H 6.795 8.713 6.505 0.0734
H 6.001 7.544 5.432 0.0775
H 1.962 9.218 4.484 0.1120
H 0.238 9.000 4.552 0.1197
H 2.251 6.724 4.313 0.0790
H 1.139 7.305 3.078 0.0677
H 0.521 6.508 4.533 0.0808



Entry 3:
160
Properties=species:S:1:pos:R:3:lowdin_charge:R:1 method="wB97M-V/def2-TZVPD" total_charge=+1 e_homo_ev=-10.6 relative_energy_kcal_mol=146.20 e_tot_ev=-457813.9051
C 1.966 1.804 3.912 0.0344
C 2.209 2.602 2.641 -0.1209
C 3.129 2.132 1.404 -0.1769
N 2.566 1.588 0.118 -0.1413
C 1.524 0.589 0.450 -0.2194
C -0.050 0.603 0.594 -0.6121
C -0.674 0.809 2.135 -0.1962
I -0.798 -1.503 0.276 0.8710
C 2.167 2.706 -0.852 -0.2829
B 0.907 3.690 -0.358 -0.6074
O -0.097 3.559 0.659 0.0481
O 0.594 4.984 -1.079 -0.1767
C -0.172 5.912 -0.288 -0.1346
P 3.323 4.229 -1.113 0.8316
O 5.020 3.951 -1.062 -0.3924
Br 3.189 5.668 0.745 0.4496
C 1.558 2.085 -2.294 -0.2315
C 1.224 3.137 -3.477 -0.5037
Cl 2.020 2.830 -5.165 0.5540
C -0.399 3.199 -3.904 -0.5956
C -1.054 4.707 -3.751 -0.1476
Cl -0.643 2.844 -5.750 0.4641
N 2.205 0.786 -2.698 -0.2813
P 1.371 -0.226 -3.781 0.3628
S 0.500 -1.844 -3.194 0.1726
C 3.553 0.528 -2.160 -0.1714
C 4.477 1.570 -3.077 -0.1211
O 4.543 1.024 -4.485 -0.2558
C 5.721 1.656 -5.153 -0.1659
C 5.298 1.973 -6.729 -0.2054
C 5.287 3.599 -7.039 -0.1423
B 4.333 -0.846 -2.738 -0.4792
O 5.847 -0.932 -2.735 0.0299
O 3.769 -2.132 -3.130 0.0179
C 3.700 0.682 -0.492 -0.3208
N 5.091 1.247 -0.238 0.0573
S 4.031 -0.950 0.342 0.8336
C 2.963 -2.449 -0.054 -0.1497
O 5.515 -1.488 0.197 -0.3498
O 3.994 -1.035 1.905 -0.4024
H 2.211 0.658 4.018 0.0806
H 1.570 2.331 4.906 0.0482
H 1.864 3.717 2.707 0.0813
H 3.947 2.995 1.281 0.1033
H 3.810 1.365 2.022 0.1445
H 1.790 0.119 1.516 0.1508
H 1.550 -0.216 -0.434 0.0833
H -0.704 1.184 -0.182 0.0083
H -0.089 0.003 2.791 0.0663
H -1.824 0.527 2.098 0.0668
H -0.478 1.866 2.581 0.0633
H 0.074 3.940 1.551 0.1116
H 0.252 6.136 0.806 0.0959
H -0.123 6.972 -0.836 0.1356
H -1.337 5.655 -0.264 0.1088
H 5.373 3.985 -0.123 0.0529
H 0.471 1.731 -1.927 0.1453
H 1.524 4.254 -3.316 0.0937
H -1.047 2.410 -3.333 0.1035
H -1.503 4.766 -2.659 0.0261
H -2.002 4.741 -4.476 0.0890
H -0.330 5.582 -4.024 0.0903
H 0.312 0.549 -4.447 -0.0084
H 2.258 -0.612 -4.889 0.0273
H 4.057 2.626 -3.242 0.0986
H 5.592 1.654 -2.776 0.1295
H 6.575 0.854 -5.209 0.1401
H 6.064 2.655 -4.652 0.1321
H 6.091 1.496 -7.480 0.1166
H 4.238 1.505 -6.961 0.1049
H 6.321 3.935 -7.512 0.0879
H 4.366 3.943 -7.687 0.0448
H 5.190 4.171 -5.997 0.0744
H 6.088 -1.848 -2.395 0.1257
H 4.003 -2.273 -4.095 0.1441
H 5.469 1.014 0.725 0.1135
H 5.835 0.834 -0.829 0.1026
H 3.570 -3.420 -0.324 0.1189
H 2.207 -2.741 0.821 0.0872
H 2.296 -2.190 -0.977 0.0095
Cl 0.497 7.999 -6.097 0.5320
C -0.418 6.956 -7.214 -0.6833
C -1.614 7.672 -7.819 -0.6684
Cl -2.883 8.000 -6.613 0.5338
H -0.720 6.057 -6.668 0.0429
H 0.276 6.656 -8.005 0.0295
H -2.067 7.048 -8.595 0.0274
H -1.325 8.625 -8.275 0.0736
Cl 7.782 -0.329 6.728 0.5385
C 6.868 -1.373 5.611 -0.6620
C 5.671 -0.656 5.005 -0.6715
Cl 4.402 -0.329 6.211 0.5379
H 6.565 -2.272 6.157 0.0720
H 7.561 -1.673 4.819 0.0739
H 5.218 -1.281 4.230 0.0526
H 5.960 0.296 4.549 0.0664
Cl 0.147 0.924 6.823 0.5525
C -0.145 2.211 8.019 -0.6461
C -1.224 3.182 7.566 -0.6545
Cl -0.699 4.175 6.184 0.5231
H 0.805 2.723 8.206 0.0742
H -0.453 1.718 8.945 0.0778
H -1.467 3.873 8.379 0.0766
H -2.142 2.659 7.279 0.0725
Cl -0.764 -2.626 4.645 0.5261
C -0.678 -4.316 4.090 -0.6562
C -1.823 -4.672 3.155 -0.6835
Cl -3.391 -4.717 3.998 0.5559
H -0.662 -4.963 4.972 0.0727
H 0.277 -4.429 3.568 0.0716
H -1.662 -5.669 2.733 -0.0114
H -1.903 -3.961 2.326 0.0221
Cl 2.003 4.710 -9.487 0.5568
C 1.088 3.666 -10.603 -0.6503
C -0.108 4.383 -11.209 -0.6445
Cl -1.378 4.710 -10.003 0.5769
H 0.786 2.767 -10.057 0.0705
H 1.782 3.366 -11.395 0.0757
H -0.562 3.758 -11.985 0.0761
H 0.181 5.335 -11.665 0.0737
Cl -4.992 -7.977 7.146 0.5409
C -6.449 -7.801 6.136 -0.6970
C -6.315 -6.672 5.127 -0.6737
Cl -6.301 -5.070 5.907 0.5271
H -7.306 -7.649 6.799 -0.0652
H -6.587 -8.752 5.613 0.0768
H -7.168 -6.682 4.442 0.0760
H -5.401 -6.768 4.533 0.0050
Cl -4.360 -8.199 1.939 0.5553
C -3.435 -9.516 2.701 -0.6446
C -2.479 -9.004 3.767 -0.6327
Cl -1.136 -8.065 3.070 0.5898
H -2.906 -10.061 1.913 0.0726
H -4.165 -10.195 3.152 0.0757
H -2.031 -9.848 4.301 0.0779
H -2.992 -8.372 4.499 0.0520
Cl -5.488 -6.161 -1.635 0.5436
C -5.119 -4.977 -0.355 -0.6623
C -4.012 -4.018 -0.762 -0.6582
Cl -2.430 -4.828 -0.881 0.5178
H -4.861 -5.529 0.554 0.0377
H -6.042 -4.421 -0.165 0.0764
H -3.908 -3.230 -0.010 0.0561
H -4.224 -3.543 -1.725 0.0738
Cl -3.035 1.041 -0.894 0.5703
C -3.326 2.329 0.302 -0.6350
C -4.406 3.299 -0.150 -0.6317
Cl -3.881 4.292 -1.533 0.5899
H -2.377 2.840 0.489 0.0452
H -3.635 1.835 1.228 0.0764
H -4.649 3.990 0.662 0.0786
H -5.324 2.776 -0.438 0.0756
Cl -9.429 -7.437 7.162 0.6269
C -10.835 -7.958 8.124 -0.6354
C -10.454 -8.310 9.553 -0.6607
Cl -9.469 -9.793 9.641 0.5413
H -11.303 -8.804 7.612 0.0728
H -11.544 -7.125 8.124 0.0745
H -11.356 -8.494 10.144 0.0738
H -9.892 -7.502 10.032 0.0720



Number 1: HOMO-LUMO gap 11.066 eV. Number 2: HOMO-LUMO gap 4.029 eV. Number 3: HOMO-LUMO gap 7.322 eV.